C3H6INO3 as an isolated structure at a distorted geometry, computed with ωB97M-V/def2-TZVPD.

Geometry as ORCA input:
```
! wB97M-V def2-TZVPD RIJCOSX def2/J DEFGRID3
* xyz 0 3
C 0.9420 1.4109 1.9373
C -1.2889 -1.7625 -1.7412
C -0.0192 0.3593 1.6177
N -0.0785 -0.0781 0.2838
O 0.4522 0.5905 -0.5953
O -0.8456 -1.1535 -0.1228
O -1.8994 -0.9107 -2.4441
I -0.9402 -0.7571 3.0958
H 0.6299 2.1054 2.8102
H 1.9179 1.0463 2.3096
H 1.0374 1.9265 0.9091
H -0.3113 -2.3461 -1.9455
H -1.9446 -2.4440 -1.2529
H -1.1764 -0.4114 -2.8638
*
```

Molecular weight ... 231.0 g/mol
Highest occupied orbital energy (spin up / spin down) ... -5.60 / -9.34 eV
ΔE to the lowest compared entry with this formula, charge and spin ... 62.0 kcal per mole
Lowest unoccupied orbital energy (spin up / spin down) ... 0.0177 / -0.0312 Ha

These are the Mulliken partial charges, in e, on atoms 1 to 4: -0.799, -0.086, -0.103, 0.776